Record 1
{"formula": "C18H41N2P3PbS2", "method": "ωB97M-V with the def2-TZVPD basis set", "e_lumo_ev": [-15.428, -14.661], "e_homo_ev": [-19.54, -19.53], "orbital_gap_ev": [4.107, 4.873], "molar_mass_g_mol": 649.80, "e_above_lowest_kcal_mol": 85.0, "charge": 4, "energy_ha": -2831.6587, "symbols": ["Pb", "P", "P", "P", "H", "C", "C", "H", "C", "C", "C", "C", "C", "C", "C", "C", "C", "H", "H", "H", "H", "H", "H", "H", "H", "H", "H", "H", "H", "H", "H", "H", "H", "H", "H", "H", "H", "H", "H", "H", "H", "H", "H", "H", "H", "H", "C", "C", "C", "C", "C", "C", "S", "H", "H", "H", "H", "H", "H", "N", "C", "N", "S", "H", "H", "H", "H"], "xyz": [[-0.127, 0.779, 0.473], [-1.830, -1.898, 0.988], [1.349, -0.327, 2.859], [1.109, -1.673, -0.652], [-1.859, 4.225, -2.170], [-1.994, 3.728, -3.136], [-2.827, 2.688, -3.296], [-3.208, 2.192, -2.393], [-3.445, -1.804, 1.844], [-1.221, -3.365, 1.916], [-2.470, -2.742, -0.513], [2.601, 1.008, 2.994], [0.764, -0.302, 4.595], [2.420, -1.813, 2.935], [0.396, -1.553, -2.342], [1.400, -3.480, -0.466], [2.828, -1.062, -0.755], [-1.494, 4.149, -4.010], [-3.080, 2.270, -4.265], [-4.047, -1.001, 1.399], [-3.322, -1.643, 2.922], [-3.944, -2.766, 1.677], [-1.095, -3.081, 2.970], [-0.267, -3.728, 1.520], [-1.980, -4.159, 1.840], [-2.969, -1.995, -1.147], [-3.211, -3.490, -0.193], [-1.676, -3.234, -1.084], [3.251, 0.807, 3.854], [2.079, 1.968, 3.134], [3.195, 1.043, 2.069], [1.620, -0.224, 5.273], [0.207, -1.224, 4.816], [0.106, 0.566, 4.744], [3.170, -1.700, 3.730], [2.929, -1.965, 1.977], [1.796, -2.693, 3.145], [1.178, -1.634, -3.102], [-0.119, -0.588, -2.481], [-0.334, -2.359, -2.491], [2.099, -3.859, -1.224], [0.457, -4.036, -0.548], [1.832, -3.659, 0.526], [3.328, -1.497, -1.631], [3.374, -1.341, 0.152], [2.855, 0.038, -0.849], [1.760, 2.553, -3.460], [3.075, 3.024, -3.605], [3.508, 3.605, -4.796], [2.619, 3.779, -5.862], [1.316, 3.343, -5.722], [0.868, 2.720, -4.544], [1.366, 1.908, -1.865], [0.002, 2.158, -1.666], [3.747, 2.973, -2.755], [4.538, 3.914, -4.865], [2.965, 4.254, -6.782], [0.605, 3.490, -6.545], [-0.177, 2.434, -4.448], [-4.086, 1.487, 3.524], [-2.888, 0.898, 3.678], [-2.867, -0.186, 4.511], [-1.520, 1.611, 2.953], [-4.933, 1.002, 3.793], [-4.158, 2.262, 2.867], [-1.958, -0.565, 4.780], [-3.610, -0.232, 5.203]], "mulliken_charge": [0.897, 0.682, 0.667, 0.642, 0.330, -0.715, -0.371, 0.198, -1.326, -1.187, -1.163, -1.308, -1.340, -1.189, -0.915, -1.462, -0.853, 0.351, 0.322, 0.418, 0.362, 0.551, 0.368, 0.239, 0.509, 0.401, 0.495, 0.276, 0.479, 0.415, 0.362, 0.507, 0.362, 0.401, 0.518, 0.217, 0.363, 0.459, 0.201, 0.419, 0.509, 0.416, 0.341, 0.505, 0.305, 0.053, 0.946, -0.609, -0.608, -0.403, -0.612, -0.455, -0.104, 0.129, 0.437, 0.446, 0.466, 0.438, 0.722, -0.356, 0.613, -0.384, -0.281, 0.263, 0.246, 0.146, 0.251]}

***

Record 2
{"formula": "C18H41NO10PS2", "method": "ωB97M-V with the def2-TZVPD basis set", "e_lumo_ev": 0.853, "e_homo_ev": -6.32, "orbital_gap_ev": 7.169, "molar_mass_g_mol": 526.63, "e_above_lowest_kcal_mol": 31.7, "charge": -1, "energy_ha": -2655.3067, "symbols": ["C", "O", "C", "C", "C", "C", "C", "C", "C", "S", "O", "O", "N", "S", "O", "O", "C", "C", "C", "C", "O", "H", "H", "H", "H", "H", "H", "H", "H", "H", "H", "H", "H", "H", "H", "H", "H", "H", "H", "H", "H", "H", "H", "H", "H", "H", "H", "O", "P", "O", "C", "C", "O", "C", "C", "O", "C", "C", "H", "H", "H", "H", "H", "H", "H", "H", "H", "H", "H", "H", "H", "H", "H"], "xyz": [[2.969, -3.732, 3.915], [2.674, -2.584, 4.704], [2.728, -1.369, 3.941], [1.270, -0.785, 3.672], [0.667, -1.664, 2.490], [-0.522, -0.973, 1.727], [-1.114, -1.960, 0.651], [-0.169, -2.154, -0.611], [0.785, -3.392, -0.413], [2.239, -3.439, -1.534], [1.868, -4.366, -2.667], [3.360, -4.083, -0.776], [2.597, -1.950, -2.236], [3.339, -0.930, -1.120], [3.609, 0.367, -1.848], [2.509, -0.592, 0.089], [4.951, -1.549, -0.494], [6.092, -0.473, -0.470], [5.747, 0.846, 0.319], [5.030, 0.638, 1.707], [4.149, 1.777, 1.907], [2.091, -4.109, 3.317], [3.208, -4.561, 4.644], [3.866, -3.626, 3.255], [3.229, -1.623, 2.960], [3.399, -0.590, 4.410], [0.648, -0.982, 4.580], [1.373, 0.292, 3.398], [1.504, -1.806, 1.759], [0.280, -2.643, 2.887], [-1.344, -0.812, 2.492], [-0.285, 0.034, 1.306], [-1.366, -2.940, 1.150], [-2.092, -1.555, 0.259], [0.338, -1.212, -0.929], [-0.864, -2.429, -1.459], [1.159, -3.542, 0.627], [0.176, -4.308, -0.656], [4.797, -1.913, 0.560], [5.240, -2.454, -1.086], [6.477, -0.251, -1.504], [6.967, -0.955, 0.061], [5.212, 1.560, -0.364], [6.736, 1.349, 0.540], [5.759, 0.690, 2.563], [4.371, -0.262, 1.766], [3.695, 1.951, 1.070], [-3.131, 3.824, -2.041], [-3.879, 2.508, -1.857], [-5.428, 3.107, -1.665], [-5.908, 4.189, -2.453], [-6.603, 3.709, -3.714], [-3.491, 2.215, -0.283], [-2.435, 2.912, 0.369], [-2.961, 4.150, 1.071], [-4.467, 0.919, -1.857], [-5.392, 0.460, -2.824], [-4.777, 0.365, -4.206], [-5.116, 4.893, -2.712], [-6.625, 4.735, -1.833], [-5.916, 3.141, -4.345], [-6.980, 4.557, -4.291], [-7.446, 3.059, -3.471], [-1.633, 3.154, -0.330], [-2.010, 2.233, 1.111], [-3.504, 4.805, 0.387], [-2.144, 4.715, 1.521], [-3.666, 3.866, 1.856], [-6.289, 1.078, -2.821], [-5.708, -0.537, -2.504], [-4.355, 1.323, -4.520], [-5.527, 0.052, -4.935], [-3.963, -0.363, -4.210]], "mulliken_charge": [-0.548, -0.413, 0.272, -0.716, 0.123, -0.461, -0.846, -0.345, -0.589, 1.259, -0.791, -0.696, -0.691, 1.259, -0.803, -0.616, -0.518, -0.764, -0.749, 0.550, -0.634, 0.195, 0.284, 0.229, -0.445, 0.356, 0.361, 0.374, -0.227, 0.266, 0.343, 0.207, 0.302, 0.264, 0.214, 0.405, 0.012, 0.497, 0.042, 0.516, 0.289, 0.396, 0.347, 0.313, 0.392, -0.579, 0.349, -0.810, 1.101, -0.374, -0.296, -1.019, -0.333, -0.029, -1.175, -0.320, -0.151, -1.094, 0.315, 0.334, 0.188, 0.399, 0.262, 0.388, 0.149, 0.282, 0.382, 0.285, 0.212, 0.351, 0.301, 0.353, 0.312]}

***

Record 3
{"formula": "C18H42", "method": "ωB97M-V with the def2-TZVPD basis set", "smiles": "CCCCCC.CCCCCC.CCCCCC", "e_lumo_ev": 0.918, "e_homo_ev": -10.20, "orbital_gap_ev": 11.117, "molar_mass_g_mol": 258.53, "e_above_lowest_kcal_mol": 107.6, "charge": 0, "energy_ha": -710.7600, "symbols": ["C", "C", "C", "C", "C", "C", "H", "H", "H", "H", "H", "H", "H", "H", "H", "H", "H", "H", "H", "H", "C", "C", "C", "C", "C", "C", "H", "H", "H", "H", "H", "H", "H", "H", "H", "H", "H", "H", "H", "H", "C", "C", "C", "C", "C", "C", "H", "H", "H", "H", "H", "H", "H", "H", "H", "H", "H", "H", "H", "H"], "xyz": [[-2.405, -1.414, -0.867], [-3.114, -0.114, -1.301], [-4.641, -0.166, -0.972], [-5.236, 1.121, -1.519], [-4.676, 2.383, -0.778], [-5.484, 3.705, -0.986], [-1.418, -1.421, -1.413], [-3.183, -2.180, -1.149], [-2.027, -1.589, 0.155], [-3.101, -0.040, -2.348], [-2.525, 0.762, -0.747], [-4.550, -0.386, 0.013], [-5.158, -0.925, -1.496], [-6.416, 1.115, -1.336], [-5.286, 1.208, -2.596], [-3.759, 2.672, -1.173], [-4.554, 2.161, 0.271], [-4.653, 4.420, -0.634], [-6.334, 3.599, -0.367], [-5.567, 3.864, -2.151], [6.003, -3.212, 1.560], [4.843, -2.951, 0.703], [3.579, -3.791, 0.971], [2.893, -3.207, 2.206], [1.606, -3.921, 2.469], [0.438, -3.467, 1.522], [5.741, -3.101, 2.568], [6.709, -2.486, 1.405], [6.453, -4.155, 1.404], [5.218, -3.001, -0.384], [4.381, -2.087, 0.896], [3.805, -4.705, 0.912], [2.918, -3.491, 0.022], [2.696, -2.140, 2.170], [3.686, -3.321, 3.034], [1.130, -3.728, 3.581], [1.572, -5.045, 2.412], [0.433, -4.072, 0.557], [0.440, -2.301, 1.297], [-0.534, -3.694, 1.896], [0.083, 5.471, -0.107], [0.506, 4.247, -0.853], [0.755, 3.110, -0.010], [1.263, 1.902, -0.844], [1.408, 0.627, -0.081], [1.937, -0.680, -1.017], [0.754, 6.025, 0.565], [-0.889, 5.350, 0.297], [-0.038, 6.300, -0.682], [1.481, 4.463, -1.130], [0.037, 4.094, -1.812], [-0.218, 3.010, 0.232], [1.321, 3.323, 0.926], [2.321, 2.067, -1.355], [0.756, 1.594, -1.629], [0.432, 0.528, 0.440], [2.094, 0.497, 0.904], [1.135, -0.848, -1.632], [2.145, -1.651, -0.497], [2.787, -0.344, -1.550]], "mulliken_charge": [-1.056, 0.179, -1.044, -0.617, -0.595, -1.120, 0.122, 0.369, 0.288, 0.334, -0.084, 0.502, 0.393, 0.299, 0.356, 0.331, 0.412, 0.248, 0.419, 0.249, -1.551, -0.360, -0.794, -0.113, -0.738, -0.765, 0.404, 0.458, 0.339, 0.320, 0.300, 0.852, 0.022, 0.156, 0.248, 0.280, 0.277, 0.296, -0.067, 0.511, -1.591, -0.562, -0.570, -0.947, -0.172, -1.126, 0.348, 0.359, 0.513, 0.348, 0.508, 0.431, 0.305, 0.312, 0.495, 0.192, 0.197, 0.392, 0.029, 0.479]}

***

Record 4
{"formula": "C18H42AuNO2P2", "method": "ωB97M-V with the def2-TZVPD basis set", "e_lumo_ev": [-5.968, -6.899], "e_homo_ev": [-12.66, -16.30], "orbital_gap_ev": [6.696, 9.402], "spin_multiplicity": 3, "molar_mass_g_mol": 563.45, "charge": 2, "energy_ha": -1733.8519, "symbols": ["Au", "P", "P", "N", "C", "H", "H", "C", "H", "H", "C", "H", "H", "C", "H", "H", "C", "C", "H", "H", "H", "C", "C", "H", "H", "H", "C", "C", "H", "H", "H", "C", "C", "H", "H", "H", "C", "C", "H", "H", "H", "C", "H", "H", "H", "C", "H", "H", "H", "C", "H", "H", "H", "H", "H", "H", "H", "O", "H", "H", "C", "O", "H", "H", "H", "H"], "xyz": [[-0.110, 0.125, 0.035], [-0.030, -1.814, -1.043], [0.248, 2.231, 0.651], [1.328, 0.667, -1.619], [1.572, -1.742, -2.054], [2.212, -2.608, -1.816], [1.328, -1.806, -3.129], [2.314, -0.433, -1.752], [2.860, -0.506, -0.797], [3.049, -0.209, -2.554], [1.884, 2.049, -1.553], [1.227, 2.695, -2.158], [2.889, 2.076, -2.018], [1.928, 2.564, -0.113], [2.235, 3.625, -0.085], [2.659, 1.985, 0.475], [0.418, 2.739, 2.459], [0.597, 1.541, 3.407], [1.625, 1.142, 3.388], [-0.104, 0.727, 3.155], [0.381, 1.858, 4.444], [-0.843, 3.576, -0.088], [-2.290, 3.393, 0.399], [-2.990, 3.464, -0.453], [-2.570, 4.176, 1.125], [-2.420, 2.408, 0.877], [-1.301, -2.263, -2.361], [-2.513, -2.949, -1.714], [-3.421, -2.879, -2.341], [-2.724, -2.483, -0.734], [-2.305, -4.024, -1.559], [0.246, -3.392, -0.051], [-0.839, -3.620, 1.014], [-0.462, -4.317, 1.784], [-1.756, -4.055, 0.584], [-1.112, -2.675, 1.508], [-1.572, -0.190, 0.964], [-0.346, 5.016, 0.099], [0.474, 5.070, 0.838], [0.017, 5.462, -0.843], [-1.167, 5.655, 0.475], [-0.660, -3.181, -3.414], [-1.341, -4.012, -3.667], [-0.450, -2.612, -4.338], [0.291, -3.614, -3.062], [0.494, -4.641, -0.910], [0.715, -5.509, -0.263], [-0.395, -4.897, -1.513], [1.347, -4.513, -1.600], [-0.799, 3.585, 2.874], [-1.753, 3.061, 2.706], [-0.746, 3.836, 3.947], [-0.813, 4.528, 2.296], [1.327, 3.368, 2.515], [1.181, -3.139, 0.488], [-0.823, 3.318, -1.164], [-1.628, -1.319, -2.839], [-2.588, -0.367, 1.532], [0.688, 0.623, -2.418], [-1.242, 0.731, -1.045], [0.896, -1.320, 2.438], [1.256, -0.498, 1.326], [1.207, -2.375, 2.362], [-0.168, -1.285, 2.706], [1.463, -1.000, 3.332], [1.923, -1.040, 0.860]], "lowdin_spin": [0.700, 0.122, 0.128, 0.222, 0.027, 0.002, 0.002, 0.012, 0.002, 0.006, 0.010, 0.001, 0.005, 0.030, 0.005, 0.001, 0.026, 0.005, 0.000, 0.002, 0.000, 0.015, 0.005, 0.001, 0.000, 0.002, 0.009, 0.000, 0.000, 0.000, 0.000, 0.024, 0.003, 0.000, 0.000, 0.003, 0.166, 0.005, 0.001, 0.000, 0.001, 0.005, 0.000, 0.001, 0.001, 0.009, 0.002, 0.000, 0.000, 0.002, 0.000, 0.001, 0.000, 0.004, 0.001, 0.005, 0.006, 0.064, 0.008, 0.198, 0.020, 0.114, 0.002, 0.005, 0.003, 0.006]}